Entry 1:
C47H51AsN5OPrS7 | the ωB97M-V functional and the def2-TZVPD basis

Summary:
charge	0
gap between HOMO and LUMO (spin up / spin down)	5.6 / 5.7	eV
multiplicity	3

Geometry as XYZ:
```
113
Properties=species:S:1:pos:R:3:forces:R:3
Pr 1.278212 -0.483292 -0.675984 0.2 0.9 1.7
C 1.005812 3.050585 -0.366415 0.7 0.4 0.3
C 1.117123 3.058687 -1.900235 -0.8 -0.8 -0.1
N 1.020805 1.694884 -2.575865 -0.6 0.0 0.1
C 1.969123 1.423796 -3.696484 -0.7 0.5 -0.4
C 3.426315 1.623726 -3.334795 0.6 -0.5 -0.4
S 3.942709 0.868629 -1.705656 -0.6 0.0 -1.5
C 4.060108 2.317781 -0.669851 -0.7 -0.1 2.0
C 3.152921 2.189589 0.601176 -0.1 0.6 0.5
N 1.701865 1.983390 0.351099 0.5 -0.9 -0.4
H 1.470102 4.005043 -0.009252 -0.7 -0.2 -0.3
H -0.054678 2.998913 -0.076325 0.4 0.0 -0.1
H 0.312788 3.740995 -2.174463 -0.2 -0.2 -0.6
H 2.003369 3.569986 -2.221404 0.7 -0.1 -0.2
H 0.091200 1.527576 -3.013021 0.6 0.6 0.9
H 1.798459 0.379147 -4.025988 0.1 0.5 0.3
H 1.729000 2.054554 -4.604001 0.3 -0.4 0.8
H 4.012378 1.161246 -4.158923 -0.2 0.1 0.7
H 3.744052 2.668769 -3.343832 -0.2 -0.1 0.3
H 5.059072 2.240391 -0.287555 0.6 0.3 0.3
H 3.969234 3.284245 -1.143858 -0.2 0.0 -0.5
H 3.506555 1.333803 1.219181 -0.3 0.4 -0.5
H 3.228810 3.100365 1.264828 0.4 -0.6 -0.8
H 1.271859 1.942881 1.274114 0.0 -0.5 0.0
C 2.818009 -5.953593 2.432196 0.5 -0.9 1.5
C 2.695456 -6.080428 1.075087 -1.1 0.7 -0.5
C 1.808731 -5.262068 0.399617 -0.4 0.7 1.4
N 1.082800 -4.320213 1.052743 0.6 -0.3 -1.3
C 1.297407 -4.165792 2.346286 -0.3 -0.5 0.7
C 2.098947 -5.009835 3.127618 -0.4 1.1 -0.6
H 3.457959 -6.673144 2.943933 -0.1 0.3 0.1
H 3.162211 -6.871409 0.567825 0.8 -0.8 -0.7
H 1.670046 -5.343464 -0.660713 -0.1 0.0 -0.4
H 0.777181 -3.356844 2.838988 -0.2 0.1 -0.1
H 2.114475 -4.776191 4.191333 0.4 -0.5 -0.2
C -1.579055 -1.694485 2.980059 0.8 -0.7 0.8
C -1.837425 -2.070642 1.683432 -0.1 0.6 -1.0
C -1.618433 -1.130501 0.664536 0.9 0.0 0.9
C -1.004081 0.121120 0.992340 0.2 -0.3 -1.2
C -0.946489 0.490737 2.358000 1.0 -0.6 -0.3
C -1.051343 -0.463137 3.361548 -1.4 0.0 -0.5
H -1.684680 -2.452005 3.719799 -0.1 -0.5 0.7
H -2.106475 -3.100247 1.458323 -0.4 0.2 0.1
H -1.969385 -1.370595 -0.364622 0.7 0.3 0.7
H -0.704490 1.508154 2.647106 0.5 0.1 -0.1
H -0.828417 -0.276523 4.413741 -0.1 0.1 -0.3
C 7.812063 -0.966369 -1.832207 0.4 0.8 0.2
S 6.563924 -2.255551 -1.839644 0.3 -1.1 0.3
C 5.656388 -2.054213 -3.291856 -2.4 0.7 -0.4
C 4.245938 -2.059765 -3.284746 2.4 -0.3 1.0
S 3.277128 -2.558980 -1.870041 -0.1 0.6 -0.8
S 3.561168 -1.590609 -4.800645 0.4 0.2 -1.1
C 5.047964 -1.171513 -5.708592 -0.1 -0.2 0.5
S 5.156598 -0.434148 -7.182558 -0.4 -0.3 0.5
S 6.458490 -1.656051 -4.808538 -0.8 0.1 0.2
H 8.231337 -0.626080 -2.798828 -0.6 -0.2 0.4
H 8.668324 -1.378989 -1.284354 -0.3 0.0 0.0
H 7.385121 -0.134779 -1.243588 0.5 -0.1 -0.5
C 2.665295 2.504411 5.033640 0.0 1.3 -0.3
C 2.514093 1.052550 4.859054 -0.2 -1.4 0.7
C 2.707902 0.172037 5.912591 -0.1 -0.7 0.5
C 2.503421 -1.194814 5.691841 -0.5 0.9 -1.1
N 2.234161 -1.652794 4.473685 0.5 0.4 -0.4
C 2.217813 -0.723402 3.478049 -0.4 -0.4 0.4
S 2.445374 -1.295619 1.872457 -0.1 -0.2 -1.2
N 2.145649 0.593395 3.666564 0.9 0.7 -0.3
H 3.158637 2.854399 5.952982 -0.3 -0.6 -0.1
H 1.645823 2.917067 5.007811 0.4 0.3 -0.2
H 3.274942 2.893774 4.197936 -0.5 0.0 0.2
H 2.883257 0.528481 6.908819 0.4 0.2 0.2
H 2.539368 -1.944930 6.459637 0.0 -0.1 0.5
C -0.773393 -3.302899 -3.851946 0.1 -0.6 -1.5
C -0.655322 -2.783118 -2.484284 1.2 1.7 0.4
C -1.321794 -3.578081 -1.446579 -0.5 -0.2 2.0
O 0.018199 -1.739747 -2.219037 -1.9 -2.2 -1.0
H -1.668400 -3.952829 -3.951400 0.3 0.7 0.0
H 0.059277 -4.027987 -4.067226 -0.3 0.8 0.4
H -0.730173 -2.503376 -4.616989 0.0 -0.5 0.4
H -1.354496 -4.639140 -1.660805 0.0 -0.2 -0.5
H -2.396831 -3.286160 -1.247237 1.1 0.0 -0.4
H -0.764881 -3.494090 -0.495499 -0.3 0.1 -0.2
C -3.417391 4.172875 -3.763044 0.3 0.3 -0.3
C -2.985648 4.697539 -2.539311 -0.7 -1.0 -0.3
C -3.035901 3.909808 -1.401221 -0.7 -0.6 0.7
C -3.582217 2.616065 -1.439038 0.5 -0.4 -1.5
C -3.948939 2.106110 -2.717944 0.0 0.6 1.0
C -3.918734 2.875719 -3.869327 0.5 0.2 0.3
As -3.343105 1.295833 0.023639 -1.6 0.8 -0.6
C -4.385072 2.199261 1.414302 -0.8 -0.1 -0.2
C -3.923067 3.210732 2.240706 -0.2 -0.1 0.3
C -4.724570 3.654671 3.289088 0.2 0.4 -0.3
C -5.975763 3.111628 3.520065 -0.1 -0.7 -0.6
C -6.494784 2.110123 2.675265 0.0 -0.6 -0.1
C -5.699005 1.664095 1.591834 0.4 -0.6 0.8
C -6.000608 0.485063 0.699155 0.4 0.2 -0.5
C -7.155232 -0.324226 0.692836 -0.3 0.9 0.8
C -7.343726 -1.327764 -0.230471 1.6 -0.3 -0.1
C -6.310072 -1.625106 -1.134387 0.0 0.3 0.8
C -5.168818 -0.810927 -1.189198 -0.4 0.1 0.1
C -4.985189 0.228600 -0.266860 -0.8 0.0 0.1
H -3.306132 4.772487 -4.658403 -0.2 0.1 0.0
H -2.712508 5.717907 -2.431023 0.5 0.7 -0.2
H -2.750958 4.314489 -0.428179 0.1 0.1 -0.2
H -4.300034 1.100084 -2.801716 -0.2 -0.5 0.1
H -4.230580 2.439371 -4.826127 0.1 0.3 0.4
H -2.932831 3.647237 2.149559 0.0 -0.2 -0.2
H -4.355379 4.470168 3.907041 -0.1 -0.2 0.1
H -6.494333 3.448764 4.394244 -0.5 0.0 0.2
H -7.470886 1.587311 2.907475 1.2 0.9 -0.3
H -7.938234 -0.228186 1.461897 0.5 0.3 -0.4
H -8.194741 -1.966499 -0.136274 -0.4 -0.3 -0.1
H -6.318257 -2.600215 -1.595995 -0.2 0.2 -0.8
H -4.479793 -0.947680 -2.022721 0.3 -0.3 0.5
```
Forces are in eV/Å.

Here are the Löwdin charges for atoms 1 to 5, given in e: 0.679, -0.190, -0.149, -0.093, -0.277

---

Entry 2:
C46H92O34 | the ωB97M-V functional and the def2-TZVPD basis

Summary:
charge	0
energy relative to the best compared isomer or geometry (same formula, charge and spin)	0.000	eV
gap between HOMO and LUMO	9.6	eV
multiplicity	1

Geometry as XYZ:
```
172
Properties=species:S:1:pos:R:3:forces:R:3
C -2.417864 -1.399779 -2.250181 0.3 0.1 -0.3
O -2.674511 -1.975269 -3.528655 0.1 0.1 -0.3
C -2.152391 -1.430933 -4.642735 0.1 0.6 2.2
O -1.535696 -0.390812 -4.710715 -0.2 -0.3 0.0
O -2.439215 -2.279145 -5.569893 -0.3 -1.1 -3.3
C -1.842509 -2.028034 -6.894527 0.6 -0.1 0.1
H -1.827729 -2.120428 -1.693694 -0.2 -0.2 0.3
H -3.393092 -1.200556 -1.820075 0.2 0.1 0.4
H -1.800222 -0.513700 -2.332252 -0.2 0.4 -0.1
H -1.459103 -2.974120 -7.336185 -0.3 0.4 0.9
H -1.016428 -1.351362 -6.656677 -0.1 -0.1 -0.8
H -2.515833 -1.618649 -7.677564 0.0 0.1 1.1
C 0.722554 1.297677 -5.677619 0.2 -0.4 -1.5
O 1.438053 1.488615 -6.957954 1.1 0.1 -0.2
C 1.831871 0.378851 -7.614685 0.2 1.1 0.0
O 1.478169 -0.723664 -7.296693 0.6 -0.1 -0.8
O 2.690470 0.672858 -8.677066 -1.4 -0.8 1.9
C 2.832691 2.034446 -9.050871 0.9 0.5 -1.2
H 1.118783 2.056188 -4.955236 -0.5 -0.8 -0.7
H 0.865750 0.226960 -5.436290 -0.1 0.9 0.5
H -0.301640 1.446186 -6.035842 0.0 0.1 1.1
H 3.244692 2.722416 -8.316885 -0.3 -0.3 0.6
H 1.903895 2.419504 -9.459607 -0.1 0.1 0.1
H 3.595281 2.044396 -9.852888 -0.5 -0.3 0.2
C 1.760887 -6.092649 -1.763259 -0.2 0.1 -0.5
O 1.076771 -5.989007 -0.491762 0.7 1.3 -0.6
C 0.850414 -4.719651 -0.071688 -1.4 -1.6 0.2
O 0.050728 -4.516908 0.804359 0.3 -0.1 0.6
O 1.455211 -3.773992 -0.745871 0.7 -1.3 -1.2
C 1.124248 -2.488205 -0.282228 -0.5 0.0 -1.5
H 2.817452 -5.788295 -1.736839 -0.4 0.0 0.2
H 1.231956 -5.538568 -2.565003 0.3 0.0 0.6
H 1.677483 -7.132281 -2.025748 0.2 -0.4 0.0
H 1.722740 -2.388174 0.565883 0.9 1.3 1.3
H 0.093198 -2.495892 -0.025912 -0.9 0.3 0.4
H 1.269605 -1.846334 -1.147363 0.5 0.4 0.5
C -4.535490 1.800710 -2.956251 -0.5 0.8 0.7
O -4.695397 0.949492 -1.794113 0.4 0.4 -1.1
C -5.001037 1.587265 -0.694045 -0.7 -1.3 2.5
O -5.203226 2.759657 -0.507014 0.3 0.0 -0.5
O -5.095919 0.623007 0.279151 0.1 1.1 -0.1
C -5.233589 1.132476 1.662643 1.1 -0.9 -1.2
H -5.529569 2.205341 -3.215280 0.5 0.0 0.1
H -4.232690 1.126954 -3.735479 0.5 0.0 -0.3
H -3.826640 2.647658 -2.726420 -0.7 -1.1 -0.5
H -6.135037 1.719350 1.708934 -0.4 0.0 0.4
H -4.351374 1.764600 1.846672 -0.4 -0.3 0.3
H -5.222602 0.186367 2.251830 -0.2 1.1 -0.2
C 0.031275 -4.776972 6.181720 -0.8 -1.1 -0.7
O 1.157691 -3.938637 6.249339 0.6 -0.3 0.3
C 1.044385 -2.693468 5.808211 -2.0 -0.9 -0.9
O 0.077613 -2.225391 5.259853 -0.8 0.0 -0.2
O 2.119804 -2.067107 6.049815 1.9 1.5 0.8
C 2.143019 -0.673220 5.690428 0.4 -0.3 -1.6
H -0.087286 -5.245685 5.150122 0.2 0.6 1.2
H -0.889307 -4.231852 6.421815 0.2 -0.1 -0.1
H 0.196137 -5.574181 6.935554 -0.1 0.5 -0.6
H 2.404803 -0.601454 4.584303 -0.6 0.1 1.4
H 2.947517 -0.332098 6.276848 1.1 0.7 0.4
H 1.267991 -0.088057 5.981910 -0.2 -0.6 -0.3
C -0.828907 2.066808 4.707787 -0.3 -0.1 -1.1
O -1.663618 2.327587 3.528351 0.9 -0.4 0.7
C -1.128394 2.775786 2.405962 1.4 0.8 -1.2
O 0.063139 2.976330 2.110248 -2.3 -0.6 0.9
O -2.169705 3.017028 1.598560 0.1 0.6 -0.6
C -1.948092 3.619971 0.265540 0.1 -1.0 1.4
H -1.402540 2.490802 5.508305 -0.1 -0.1 0.5
H 0.129469 2.544685 4.625843 0.4 0.4 -0.2
H -0.665907 0.991677 4.825807 -0.3 0.2 0.0
H -1.127418 3.066711 -0.179905 0.0 0.2 -0.4
H -1.752450 4.682210 0.338343 0.3 0.1 0.2
H -2.900920 3.470809 -0.220189 -0.1 -0.1 -0.3
C -1.429878 3.701591 -3.589660 0.6 0.1 0.1
O -1.209836 4.259744 -4.874286 -0.5 -0.3 -0.4
C -2.140756 4.062677 -5.844164 2.3 1.7 0.8
O -2.969879 3.222123 -5.934318 -0.8 -0.7 0.0
O -1.840147 5.054658 -6.687162 -1.0 -0.4 -1.4
C -2.532554 4.992848 -7.970487 0.3 0.6 1.3
H -1.597867 2.622720 -3.669284 -0.2 0.2 0.2
H -2.241658 4.270725 -3.133088 -0.2 -0.4 0.2
H -0.500096 3.928574 -3.042294 -0.5 -0.2 -0.1
H -3.587588 5.178514 -7.835973 -0.3 0.2 0.1
H -2.425116 4.024480 -8.393076 0.3 -0.8 -0.5
H -2.051380 5.770491 -8.539558 0.0 0.1 -0.4
C 1.412967 -3.087131 -4.170358 -4.9 0.9 0.2
O 2.723903 -3.132050 -3.891949 2.8 0.3 1.4
C 3.155650 -2.079956 -3.184157 2.6 -0.3 -0.3
O 2.582370 -1.042311 -3.007687 -0.2 -0.4 0.2
O 4.464058 -2.345978 -2.795124 -2.4 -0.9 -0.7
C 5.067124 -1.356968 -2.012629 1.3 0.7 0.1
H 1.097193 -3.977164 -4.699537 0.3 -0.1 -0.2
H 1.100759 -2.192583 -4.731308 0.4 -0.3 -0.3
H 0.726455 -2.994561 -3.252108 1.2 -0.4 -0.8
H 4.311275 -0.711635 -1.617692 -0.3 0.6 0.4
H 5.729906 -0.777407 -2.682712 -0.1 -0.1 0.5
H 5.655165 -1.796433 -1.173490 -0.5 0.0 -0.9
C 4.634993 -1.220210 1.545400 -0.4 0.0 0.3
O 4.308902 -2.606337 1.341524 0.7 0.7 -0.7
C 3.668433 -3.185618 2.327366 0.6 -1.8 0.8
O 3.151644 -2.641091 3.273255 -0.1 -0.4 -0.6
O 3.820079 -4.546863 2.127243 -1.7 1.2 0.6
C 2.821646 -5.347827 2.854695 1.9 -0.7 -0.5
H 3.759047 -0.602575 1.401514 -0.3 0.1 -0.3
H 5.428757 -0.942054 0.865663 0.0 -0.2 -0.2
H 4.962250 -1.069383 2.562949 0.2 0.0 0.3
H 1.835724 -4.955357 2.771516 -0.6 0.4 0.1
H 3.172222 -5.533042 3.854435 -0.2 0.6 0.7
H 2.891927 -6.344029 2.428001 -0.2 0.1 -0.6
C 0.720783 1.064230 -1.957693 1.5 0.5 -0.2
O -0.118084 0.852470 -0.875437 -1.1 -0.3 1.2
C 0.432618 0.395550 0.237140 -1.6 -0.3 0.3
O 1.586684 0.320192 0.513911 1.6 0.2 -0.1
O -0.553713 -0.026248 1.027513 0.1 0.4 -0.1
C -0.091450 -0.465685 2.312743 0.0 0.5 -0.2
H 0.616842 2.106680 -2.202796 -0.1 0.4 -0.6
H 0.375252 0.403402 -2.740824 0.4 0.0 -0.4
H 1.769342 0.921964 -1.621738 -0.6 -0.3 -0.7
H 0.240538 -1.472418 2.222889 -0.1 -1.1 0.2
H -0.963260 -0.353206 2.942831 0.2 -0.1 0.4
H 0.797105 0.090702 2.612449 -0.4 0.4 0.3
C -4.231243 -1.697544 5.668171 -0.2 -0.5 -0.5
C -4.887285 -0.742511 6.732476 -1.4 -0.6 -0.2
C -4.166211 0.565323 6.524217 0.9 2.1 0.1
O -3.427129 0.497976 5.297013 0.4 -1.7 0.6
C -3.000278 -0.891955 5.252654 0.0 0.4 -0.1
H -4.827876 -1.938565 4.749191 0.1 0.5 1.0
H -3.934295 -2.681320 6.097395 -0.2 0.7 -0.1
H -4.786815 -1.156638 7.759271 0.1 0.4 -0.7
H -5.982308 -0.515068 6.597120 1.0 -0.8 -0.1
H -3.487637 0.806358 7.391455 -0.3 -0.2 -0.7
H -4.792410 1.459857 6.335525 -0.1 -0.6 0.6
H -2.200575 -1.102272 5.956309 0.3 0.4 0.4
H -2.547017 -1.107901 4.281619 -0.5 0.1 -0.1
C 2.805806 5.285224 -0.124727 -1.4 -0.7 -0.5
C 2.340473 6.646681 -0.608735 0.8 0.5 0.3
C 1.832361 6.225049 -1.949946 -2.2 1.0 -0.3
O 1.083780 4.990666 -1.764173 0.2 2.0 -1.2
C 1.746067 4.280465 -0.795058 1.5 -0.1 2.1
H 2.832202 5.140292 0.934885 0.2 0.0 0.6
H 3.771821 5.159391 -0.581695 0.5 -0.5 0.1
H 3.184270 7.378404 -0.674893 -0.5 -0.7 -0.2
H 1.592269 7.170743 -0.032709 -0.5 -0.3 0.4
H 2.673834 6.115992 -2.593869 0.5 -0.4 -0.9
H 1.115728 6.965302 -2.344151 0.4 -0.4 -0.3
H 2.265856 3.431255 -1.226029 0.2 -0.3 0.0
H 1.016410 3.919645 -0.062749 0.2 0.0 0.1
C 5.534741 2.274404 3.623539 0.6 -2.3 -0.2
C 4.387844 2.521402 2.638797 -0.5 1.6 1.2
C 3.135909 2.315329 3.536406 0.0 -0.7 0.2
O 3.598398 2.162542 4.914049 0.0 -0.2 -1.3
C 4.844255 1.452731 4.750902 -0.2 1.6 0.2
H 5.929404 3.150144 4.120799 0.1 0.4 -0.3
H 6.379939 1.646652 3.206781 -0.7 1.0 0.2
H 4.327523 1.861419 1.810765 0.3 -0.9 -0.7
H 4.354406 3.519351 2.200920 0.4 0.1 0.2
H 2.788792 1.308986 3.207370 -0.7 0.7 0.3
H 2.368418 3.123342 3.476711 0.5 -0.9 0.1
H 4.636889 0.387363 4.504742 0.4 0.5 0.2
H 5.388240 1.646667 5.689998 -0.2 -0.9 -0.3
C -2.724724 -3.956365 2.542699 -0.3 0.6 1.3
C -2.723040 -3.155629 1.277387 -1.8 0.7 -0.9
C -4.234993 -2.647894 1.124952 0.6 -1.3 -1.3
O -5.023984 -3.338450 2.123571 0.9 1.6 -0.3
C -4.212441 -4.360367 2.649727 0.0 -1.6 -0.7
H -2.367819 -3.302115 3.389592 -0.5 -0.8 -0.5
H -2.086878 -4.834958 2.497423 0.1 0.0 0.0
H -2.636851 -3.796021 0.426442 0.7 -0.5 -0.5
H -1.993419 -2.343889 1.208347 -0.2 -0.1 0.1
H -4.641075 -2.945538 0.097145 0.5 0.3 1.2
H -4.261445 -1.573344 1.144015 -0.6 0.4 0.6
H -4.379225 -5.277453 1.974494 0.3 0.8 1.0
H -4.579400 -4.578161 3.656415 0.2 -0.1 -0.1
```
Forces are in eV/Å.

Here are the Löwdin charges for atoms 1 to 5, given in e: -0.006, 0.001, -0.630, 0.091, 0.029

---

Entry 3:
C2H2NO2 | the ωB97M-V functional and the def2-TZVPD basis

Summary:
charge	-1
structure (SMILES)	C=NC(=O)[O-]
energy relative to the best compared isomer or geometry (same formula, charge and spin)	0.401	eV
gap between HOMO and LUMO	8.3	eV
multiplicity	1

Geometry as XYZ:
```
7
Properties=species:S:1:pos:R:3:forces:R:3
C -0.417210 -0.826407 -0.768816 1.5 1.7 1.1
N -0.665221 0.068943 0.085468 0.4 -0.6 1.1
C 0.339511 0.865616 0.870288 1.6 0.7 -0.3
O 0.943194 0.385673 1.868956 -1.5 -0.4 -1.3
O 0.478041 2.014280 0.390639 -0.5 -0.5 0.1
H -1.175848 -1.340157 -1.216772 -2.8 -1.2 -1.1
H 0.497533 -1.167948 -1.229763 1.3 0.3 0.5
```
Forces are in eV/Å.

Here are the natural (NBO) charges for atoms 1 to 5, given in e: -0.089, -0.433, 0.838, -0.774, -0.775